Record 1
Molecular formula: C48H55GeN8PPb
Method: DFT, wB97M-V/def2-TZVPD

E ... -133644.4508 eV
Spin multiplicity ... 1
Frontier orbital gap ... 0.214 Ha
Relative energy (zero: lowest compared OMol25 entry of this formula, charge and spin) ... 0.0 kcal/mol
HOMO ... -1.72 eV
Charge ... -2

Positions of all 114 atoms, in Å:
C 5.879 -2.623 -4.552
H -4.224 2.265 1.585
C -0.804 -5.090 3.806
H 1.649 -1.229 -3.720
C -3.300 -0.822 -0.444
C -0.147 -2.749 3.142
C -3.521 -2.774 -1.992
C 6.124 -0.002 1.800
C -3.400 -1.254 -1.910
H -0.486 3.883 0.440
C 5.456 -0.795 2.726
H 0.462 -3.175 2.328
H -4.918 3.185 -1.608
C -1.526 -2.489 -0.487
C -2.499 4.592 0.283
H 6.613 -0.808 -5.423
H -3.725 -3.093 -3.017
H 2.605 -1.367 0.989
H -1.540 -3.607 -2.309
N -2.182 5.347 5.459
H 5.433 0.654 -3.823
N -0.517 1.857 -1.194
C -1.733 -4.864 2.602
H -0.857 -3.053 0.166
C 4.520 -0.959 -2.738
H -4.309 -0.777 -0.026
H 3.809 -2.791 -1.876
H 3.331 3.946 -4.804
C -4.129 -0.535 2.749
N -2.519 -1.790 0.358
H -3.188 -3.400 1.955
H -0.002 -5.779 3.529
C -3.493 1.951 3.567
H -2.519 -0.925 -2.471
C 0.704 0.214 -2.475
H -4.134 -0.745 3.830
C -0.211 -3.750 4.289
C 0.889 -0.453 -3.686
H -2.457 -5.678 2.514
H 6.396 -3.263 -5.257
H 4.242 2.764 -0.091
H 1.382 -1.201 -1.017
C 4.423 -2.351 -2.656
C 5.094 -3.178 -3.547
N -0.304 -0.436 1.394
C -1.452 3.743 -0.034
C 4.074 3.011 -1.134
P -1.648 -1.065 1.658
C 0.169 -0.151 -4.839
C 4.173 4.334 -1.546
H -1.643 0.853 3.836
C -2.896 2.500 -1.486
H 0.343 -1.824 3.438
H -1.759 1.722 2.310
H -5.415 2.640 2.839
C -0.950 1.585 -3.600
C 5.995 -1.242 -4.644
H -4.272 -0.775 -2.363
H -6.046 0.382 3.108
C 0.241 4.386 3.123
H -1.368 -5.558 4.618
H 6.076 0.876 -0.154
H 3.129 1.605 -4.062
H -3.147 2.965 3.768
H 0.331 -0.699 -5.760
C -0.732 0.905 -4.787
C -3.939 3.360 -1.172
H -0.896 -1.768 -1.020
H -3.082 1.654 -2.133
H 5.008 -4.256 -3.466
H -2.333 5.393 0.994
C -2.454 -3.528 2.749
N -2.828 -0.072 2.316
C -2.328 1.124 3.023
H -0.833 -3.329 5.084
C 4.197 -1.295 2.423
N -0.491 5.307 3.670
C -0.299 1.227 -2.395
C 1.536 -0.141 -1.261
C -4.628 1.942 2.547
H -1.268 1.212 -5.679
Ge 3.411 0.140 -1.488
H 5.916 -1.022 3.681
N -1.505 -2.420 2.695
C 3.454 2.365 -3.358
N 0.966 3.649 2.574
C 3.555 3.686 -3.775
C -2.225 -3.421 -1.477
C 5.540 0.268 0.569
C -3.752 4.425 -0.300
H -4.353 -1.474 2.239
H 0.791 -3.901 4.697
Pb 0.858 1.272 0.641
H 7.099 0.407 2.041
H -2.448 -4.384 -1.007
H -3.853 1.533 4.513
H 4.427 5.105 -0.829
C -1.604 2.682 -0.949
C -5.202 0.518 2.423
H -4.367 -3.088 -1.371
H -1.621 2.433 -3.598
H -2.871 0.178 -0.379
C 3.731 2.002 -2.035
H -4.569 5.096 -0.061
C 3.608 -1.002 1.198
H -2.990 -3.530 3.711
C 4.274 -0.224 0.249
H 3.994 5.706 -3.189
C -1.380 5.258 4.615
C 5.323 -0.421 -3.744
H -5.575 0.366 1.407
H -1.150 -4.845 1.677
C 3.923 4.673 -2.869
H 3.665 -1.905 3.144

Record 2
Molecular formula: C48H55N4O6S2Sb2ScSe2
Method: DFT, wB97M-V/def2-TZVPD

E ... -255052.6002 eV
Spin multiplicity ... 1
Frontier orbital gap (spin up / spin down) ... 0.185 / 0.150 Ha
Relative energy (zero: lowest compared OMol25 entry of this formula, charge and spin) ... 143.5 kcal/mol
HOMO (spin up / spin down) ... -1.30 / -0.36 eV
Charge ... -2

Positions of all 120 atoms, in Å:
H -2.999 -3.058 2.849
H 5.730 5.334 -4.098
C 4.686 -1.373 -2.291
Sc 0.226 0.337 0.248
H 0.773 -1.915 -3.878
C 4.012 4.134 -3.611
C 6.116 3.973 -2.487
H 7.147 4.294 -2.371
H 2.505 -7.847 -1.040
H 4.343 -2.651 -5.406
H 3.372 4.573 -4.367
C 5.260 0.356 3.649
C 1.139 -4.478 0.241
H 0.184 -0.873 4.351
H -2.004 -0.716 5.718
Se -0.145 2.942 0.914
C -2.741 -3.686 -1.616
H 7.601 2.376 -1.027
C -4.089 2.611 1.229
C 4.055 -2.152 -4.483
H -3.308 4.705 3.168
H 2.110 0.311 -3.495
H 1.734 0.530 2.864
C -4.903 4.992 1.179
H -2.430 5.165 -0.411
H 5.677 0.232 4.642
C 2.123 -6.901 -0.673
H 4.927 2.460 3.890
H 2.808 -5.792 -2.383
C -3.001 4.271 -0.206
H 2.717 3.226 1.609
C -0.476 -4.101 -3.111
C 1.452 -6.843 0.538
N -0.183 0.589 -1.852
H 0.415 -4.269 -3.706
H -3.704 -0.520 5.243
O -4.653 2.298 2.506
C 4.839 1.608 3.224
H 5.736 -0.395 -0.649
O -5.164 -2.687 -1.157
H 5.831 -2.812 -3.410
C 1.811 -4.528 -0.979
H 0.722 -3.541 0.596
N -3.131 -2.004 0.215
C 5.121 -0.732 2.803
Se -1.376 3.241 2.879
C -2.688 -0.166 5.068
H -1.812 -2.893 4.193
H -2.637 0.896 5.317
Sb -2.150 -0.486 2.982
C 3.528 -0.616 -2.171
Sb 3.173 0.954 -0.807
O 1.722 -1.128 0.432
C 2.422 -0.710 -3.236
H -3.705 -5.159 -2.812
C -3.650 4.078 1.120
C -2.790 -4.611 -2.620
C -1.882 -2.000 -0.267
C 2.965 -1.355 -4.492
O -4.253 -4.254 0.477
H -1.541 2.188 -1.473
H -3.917 2.020 3.069
C -1.642 -4.835 -3.391
C 6.585 2.397 -0.628
H 6.012 -2.129 -0.760
H -4.864 2.414 0.485
H 2.407 -1.190 -5.409
S 1.563 -1.565 1.982
H 6.598 3.007 0.279
C 0.976 -1.345 -2.971
H 4.107 3.465 0.572
C 4.581 -0.551 1.538
C -1.145 -0.149 -3.758
C 2.048 -3.286 -1.790
H -4.597 6.035 1.055
H -3.158 3.564 -1.009
H -3.249 1.946 1.015
C -0.435 -3.172 -2.102
C -0.121 -0.344 -2.854
H 4.200 3.925 2.274
H 1.304 -7.742 1.123
C 3.521 3.139 -2.782
C -0.078 -0.126 3.592
H 2.800 -2.647 -1.329
C 2.295 -5.749 -1.429
C -1.276 1.375 -2.132
S -3.990 -3.186 -0.472
H 6.764 -1.042 -1.924
H -2.769 1.394 -3.742
C 4.308 2.535 -1.795
C 5.324 4.558 -3.460
C 4.890 -2.279 -3.342
C 5.854 -1.220 -1.346
H -1.275 -2.966 2.491
H 2.398 -3.506 -2.796
C -1.888 0.961 -3.294
H -0.103 0.844 4.094
H -1.642 -5.563 -4.191
C 4.299 1.803 1.953
C 4.195 0.706 1.080
C -2.056 -2.616 3.165
H 2.486 2.830 -2.902
C 0.955 -5.627 0.990
C -2.722 4.512 2.266
H 0.410 -5.572 1.924
H -5.575 3.993 2.691
N 0.956 -0.044 2.542
C 5.633 2.964 -1.650
H -5.549 4.732 0.331
O -0.967 -1.208 0.252
H 4.438 -1.411 0.897
O -5.627 4.917 2.397
H 0.763 -1.946 -0.970
N 0.822 -2.421 -1.884
H 5.408 -1.724 3.130
C -1.580 -2.918 -1.306
H 6.316 1.389 -0.327
H -2.219 5.440 1.993
C 3.810 3.178 1.580
H -1.329 -0.754 -4.633

Record 3
Molecular formula: C48H56As2Br3F2GaNOSi
Method: DFT, wB97M-V/def2-TZVPD

E ... -451713.0131 eV
Spin multiplicity ... 1
Frontier orbital gap ... 0.249 Ha
HOMO ... -9.92 eV
Charge ... +1

Positions of all 115 atoms, in Å:
C 2.683 -1.984 -5.826
H -2.632 -5.408 1.892
H -2.414 1.905 -2.180
C -0.596 4.482 0.490
H 3.315 -3.209 -4.190
H 5.080 4.042 -0.911
C 0.102 5.401 1.260
H 0.401 -7.490 2.252
C 2.158 -7.207 -0.408
C 2.172 -0.149 1.304
C -1.444 -5.599 -1.321
H 5.746 3.582 1.418
H -3.484 -0.993 -6.018
C -0.456 -5.500 1.954
H 1.634 -5.957 -2.658
H 1.544 -5.372 2.813
H -0.786 -7.008 3.453
C -0.490 6.600 1.615
C 0.619 -4.808 2.804
C -0.455 0.133 4.497
H -1.249 -1.106 -4.989
C 1.948 -1.689 -3.561
C 1.157 -0.215 -5.284
H 1.518 -7.787 -1.067
H -2.977 -0.054 -0.807
H 0.639 2.412 -4.003
C 3.023 3.555 -0.580
Si -0.027 -5.377 0.032
H 2.947 -5.399 1.354
C 1.157 -0.616 -3.952
C -2.644 1.266 -3.028
N -0.006 0.117 2.167
H -0.790 -7.564 -2.014
H 1.150 -0.379 5.816
C 0.775 2.154 -2.944
C -2.487 5.965 0.447
H 0.680 4.192 -2.210
H -2.234 7.828 1.469
H -1.915 -4.786 3.361
H -0.279 -5.431 -3.160
C 1.846 -5.706 -0.506
C 0.167 3.235 -2.059
C 2.842 -4.938 0.378
H -1.316 -7.505 1.853
C -3.905 1.317 -3.593
H -2.632 -3.976 -0.491
C 2.061 3.137 0.328
H -5.188 0.555 -5.126
H 3.169 -5.290 -2.150
C -2.772 -4.991 -0.846
C -1.674 -7.093 -1.594
As 0.195 2.811 -0.126
C 1.916 -0.896 -6.216
C 1.298 -0.126 2.432
F -2.698 -0.757 1.034
H -1.845 -3.825 1.888
H -2.485 -7.204 -2.310
C -3.253 -0.362 -5.174
H -3.469 -4.967 -1.680
As 0.071 0.339 -2.640
H 1.115 5.183 1.579
H 3.822 -4.954 -0.093
H 1.983 -1.972 -2.514
F -2.628 1.386 0.535
Br 3.849 -0.898 5.659
C -1.899 4.763 0.102
H -1.952 -7.626 -0.690
C -1.994 -0.422 -4.599
C 0.841 -0.202 4.795
H 0.063 7.309 2.212
H 2.033 -7.581 0.604
H -1.182 0.257 5.281
H 1.855 2.062 -2.763
H 1.731 -4.268 -2.129
H -1.881 0.492 2.912
C 3.995 -0.664 2.834
H 3.267 -2.517 -6.560
H -0.798 -3.879 -2.490
C -0.852 0.270 3.162
H -1.951 -4.935 -3.301
H -4.650 1.988 -3.191
H 4.044 2.893 3.069
H 1.906 -0.576 -7.247
H 0.270 -4.739 3.832
C 4.716 3.462 1.118
H 0.554 0.630 -5.593
C -4.209 0.506 -4.674
C 3.761 3.071 2.042
C 2.447 2.904 1.645
C -2.316 0.137 0.052
C -1.669 0.408 -3.530
C -1.082 -4.915 -2.648
O 1.689 0.081 0.113
Br -0.094 -2.402 -0.071
H 5.039 -0.899 2.976
H -2.462 4.031 -0.468
Ga -0.253 -0.018 0.014
H 2.536 -3.905 0.497
H -3.495 6.182 0.127
C -1.780 6.888 1.202
C 2.099 -5.272 -1.957
H 3.190 -7.377 -0.704
H -0.880 3.400 -2.335
Br 4.662 -0.493 0.052
C -1.799 -4.834 2.281
H 0.815 -3.805 2.440
C 3.150 -0.600 3.914
C 2.706 -2.373 -4.498
H 2.747 3.785 -1.602
H 1.693 2.602 2.373
C 1.778 -0.315 3.751
H -3.225 -5.588 -0.064
C 3.510 -0.429 1.547
C -0.541 -6.970 2.394
C 4.342 3.714 -0.192

Record 4
Molecular formula: C48H57As3Cl2NO2P2RbSe2
Method: DFT, wB97M-V/def2-TZVPD

E ... -413775.3022 eV
Spin multiplicity ... 1
Frontier orbital gap ... 0.209 Ha
Relative energy (zero: lowest compared OMol25 entry of this formula, charge and spin) ... 18.3 kcal/mol
HOMO ... -2.00 eV
Charge ... -2

Positions of all 118 atoms, in Å:
H -3.826 -2.454 4.272
H -1.973 7.911 3.353
H 5.625 -2.917 -3.868
H 0.554 -3.459 2.368
C -1.964 -0.575 -6.290
C 3.737 -3.808 1.678
N -0.950 -2.078 2.601
C 3.612 -6.139 3.214
H 1.114 1.351 4.776
C 1.883 -3.054 -4.412
C 2.462 1.769 -1.682
C -2.363 1.617 -5.429
C -0.814 2.940 3.361
H 3.077 1.712 -0.790
P 3.597 -2.297 0.631
Rb -0.978 -0.510 0.242
H 0.891 5.345 4.378
H -1.248 5.779 1.371
C 0.885 0.696 3.932
H 2.878 2.207 2.332
H -1.425 4.518 -1.250
H -4.194 -1.299 -4.882
H -2.938 3.111 -6.865
H -2.233 -0.824 -8.404
H 3.464 -2.758 3.513
C -0.419 -3.285 2.816
H -1.524 2.260 3.838
Se 4.090 -0.564 1.803
H 3.995 -5.124 0.002
C -2.271 -0.133 -7.570
H 2.042 3.560 1.553
H -0.193 3.374 4.145
As 0.402 1.743 2.344
C -2.739 3.474 1.760
H 0.049 0.043 4.182
H 2.861 1.148 -2.475
C 1.965 -1.681 -4.626
H -0.753 8.448 4.517
H 3.726 -2.661 -2.280
C 0.356 5.502 5.313
Cl 0.857 1.199 -1.286
C -0.693 4.940 1.803
C -2.849 -0.464 2.801
H -3.963 1.225 -1.194
H -3.901 -3.055 -0.267
H 0.390 4.587 5.901
H -5.981 -2.771 -3.989
C -2.368 3.977 -1.164
H -2.599 3.539 -2.136
H -2.814 -4.727 4.704
C 5.817 -2.843 -2.804
H -3.043 5.571 3.242
H -5.800 -3.637 -1.676
C 3.487 -4.897 3.818
C 4.749 -2.693 -1.920
H -1.258 -3.195 -3.131
H 0.949 0.202 -4.490
H -4.746 2.521 -0.241
C -3.060 -1.335 -3.034
H 3.541 -7.044 3.806
H -0.291 7.378 3.176
H 7.947 -3.015 -3.014
O -4.036 -0.370 3.146
H 0.847 6.296 5.879
H -3.165 4.670 -0.884
C -1.051 -4.269 3.558
C -3.928 -2.641 -1.276
H -0.257 4.371 0.977
As -2.209 2.497 0.127
C 2.019 2.877 2.404
C 0.886 -0.868 -4.311
H -2.396 2.302 -4.589
C -5.130 -2.506 -3.371
C -2.339 4.885 3.728
O -2.141 0.399 2.222
C -2.291 -3.983 4.113
H 2.729 -3.693 -4.638
H 1.754 0.084 3.688
H 2.873 -1.245 -5.027
H 3.911 -7.185 1.360
H 6.471 -2.530 0.985
H 8.365 -2.855 -0.575
P -1.679 -0.231 -3.439
H -0.580 -5.236 3.681
H -4.209 1.013 0.549
C 3.869 -5.061 1.077
C -1.610 4.053 2.649
C 7.352 -2.806 -0.956
C -2.625 1.196 -7.784
C 7.117 -2.901 -2.326
C 4.980 -2.582 -0.555
H -1.683 -1.611 -6.130
C -4.130 -1.675 -3.865
H 3.333 -4.828 4.889
H -2.952 4.204 4.321
Cl 2.477 3.470 -2.257
C -2.858 -2.741 3.889
Se 1.733 -2.435 -0.405
C -2.160 -1.818 3.113
C -0.296 -1.403 -3.790
H 2.090 3.452 3.332
H 0.138 5.338 2.389
C -2.002 0.293 -5.197
C 3.813 -6.218 1.839
C -5.020 -2.991 -2.071
H -3.404 4.283 1.441
C 6.291 -2.638 -0.079
C -1.075 7.613 3.894
C 3.555 -3.735 3.053
C -0.359 -2.774 -3.565
C -2.671 2.072 -6.710
C -2.901 -1.769 -1.695
H 0.661 -4.656 -3.685
C 0.723 -3.592 -3.878
H -3.325 2.758 2.340
H -2.857 1.545 -8.783
C -3.983 1.740 -0.232
As -1.499 6.084 5.054

Number 3 is which compound?
C48H56As2Br3F2GaNOSi

Look up the E of the third one.
-451713.0131 eV

Which of these has the lowest E?
C48H56As2Br3F2GaNOSi

Which value of spin multiplicity does entry 1 give?
1